Below is a structure of composition C17H30INO5Si2Sn at a distorted geometry, with properties calculated with ωB97M-V/def2-TZVPD.

CARTESIAN COORDINATES (ANGSTROEM)
1 Sn 1.45 -0.32 -0.68
2 C -2.91 2.95 0.26
3 Si -1.16 2.28 0.52
4 C 0.18 3.36 -0.24
5 C -0.80 2.15 2.36
6 C -1.44 3.09 3.18
7 C -1.15 3.19 4.53
8 C -0.21 2.34 5.09
9 C 0.42 1.41 4.29
10 C 0.15 1.29 2.93
11 Si 1.07 -0.11 1.97
12 C 0.07 -1.63 2.59
13 C 2.76 -0.31 2.85
14 H -2.98 4.01 0.51
15 H -3.62 2.41 0.88
16 H -3.23 2.84 -0.78
17 H 0.34 4.24 0.39
18 H -0.05 3.71 -1.25
19 H 1.13 2.81 -0.27
20 H -2.17 3.77 2.75
21 H -1.66 3.94 5.14
22 H 0.03 2.41 6.14
23 H 1.15 0.74 4.74
24 H -0.06 -1.61 3.68
25 H 0.61 -2.55 2.33
26 H -0.93 -1.69 2.15
27 H 2.67 -0.83 3.81
28 H 3.25 0.65 3.03
29 H 3.40 -0.91 2.21
30 C 2.45 -3.83 -2.92
31 C 1.54 -3.56 -1.72
32 C 0.58 -4.71 -1.49
33 O 0.81 -2.34 -1.90
34 C 2.45 -3.34 -0.49
35 O 3.10 -4.27 -0.07
36 O 2.43 -2.14 -0.01
37 H 1.84 -4.01 -3.82
38 H 3.06 -4.70 -2.72
39 H 3.10 -2.97 -3.10
40 H 0.08 -4.98 -2.43
41 H -0.17 -4.42 -0.76
42 H 1.12 -5.58 -1.11
43 H 0.33 -2.35 -2.74
44 N -1.57 0.20 -5.07
45 C -0.75 0.50 -4.05
46 O -0.19 -0.36 -3.38
47 C -0.48 1.96 -3.78
48 I -2.29 3.08 -3.53
49 H -1.78 -0.76 -5.26
50 H -2.04 0.91 -5.60
51 H 0.06 2.42 -4.60
52 H 0.08 2.05 -2.85
53 C -2.06 -0.12 -0.34
54 O -1.04 0.86 -0.37
55 H -2.95 0.24 -0.86
56 H -2.34 -0.38 0.69
57 H -1.69 -1.02 -0.84

energy relative to the best compared isomer or geometry (same formula, charge and spin) = 0.00 kJ/mol
lowest unoccupied orbital energy = -0.207 eV
electronic energy = -2187.833539 Ha